# 1
Computed, not measured: a cluster of 12 separate species, C36H102N6O12 in total in a non-equilibrium geometry, with wB97M-V/def2-TZVPD.

total charge = 0
relative energy (zero: lowest compared OMol25 entry of this formula, charge and spin) = 147.96 kcal per mole

Atoms and positions in Å:
C  1.81  3.06  -2.86
O  0.47  2.90  -3.55
C  -0.02  4.11  -4.08
C  0.25  4.47  -5.56
C  1.75  4.70  -5.82
N  -0.45  5.71  -5.84
H  1.98  4.07  -2.49
H  2.64  2.89  -3.55
H  1.81  2.34  -2.05
H  -1.11  4.06  -4.03
H  0.27  4.87  -3.36
H  -0.07  3.67  -6.23
H  2.20  5.35  -5.07
H  1.92  5.05  -6.84
H  2.23  3.72  -5.78
H  -1.43  5.49  -5.80
H  -0.36  6.12  -6.76
C  -4.17  -1.63  2.08
O  -5.20  -2.10  2.91
C  -6.20  -2.95  2.35
C  -7.01  -2.22  1.18
C  -7.65  -0.89  1.56
N  -8.04  -3.03  0.55
H  -3.18  -1.60  2.53
H  -4.44  -0.62  1.75
H  -4.12  -2.05  1.08
H  -5.69  -3.71  1.76
H  -6.86  -3.32  3.13
H  -6.34  -1.97  0.35
H  -6.88  -0.13  1.74
H  -8.25  -1.02  2.46
H  -8.31  -0.52  0.77
H  -8.91  -2.98  1.05
H  -7.85  -4.01  0.72
C  3.80  3.82  0.00
O  4.03  3.76  -1.40
C  5.29  4.40  -1.82
C  6.59  3.71  -1.39
C  7.86  4.60  -1.55
N  6.92  2.51  -2.17
H  4.45  3.09  0.48
H  2.75  3.68  0.25
H  3.90  4.84  0.36
H  5.23  4.66  -2.87
H  5.28  5.37  -1.32
H  6.62  3.45  -0.33
H  7.63  5.01  -2.53
H  8.75  3.97  -1.61
H  7.98  5.24  -0.68
H  7.01  2.87  -3.11
H  6.06  1.99  -2.17
C  0.13  5.80  6.92
O  0.20  4.42  7.31
C  -0.07  3.49  6.29
C  1.15  3.39  5.39
C  1.04  2.25  4.34
N  2.33  3.26  6.15
H  0.70  5.92  6.00
H  0.83  6.18  7.67
H  -0.88  6.17  7.08
H  -0.25  2.49  6.71
H  -0.91  3.77  5.65
H  1.18  4.33  4.84
H  1.89  2.30  3.66
H  0.07  2.17  3.84
H  1.16  1.24  4.72
H  2.02  3.72  6.99
H  2.34  2.36  6.61
C  0.51  -4.11  -3.40
O  -0.08  -4.37  -4.66
C  0.39  -3.52  -5.68
C  -0.37  -3.79  -7.09
C  0.30  -2.94  -8.13
N  -1.69  -3.36  -7.06
H  0.17  -3.14  -3.03
H  1.59  -4.18  -3.31
H  -0.03  -4.74  -2.70
H  0.37  -2.48  -5.34
H  1.42  -3.89  -5.69
H  -0.36  -4.86  -7.31
H  -0.11  -3.16  -9.12
H  1.33  -3.29  -8.11
H  0.20  -1.88  -7.92
H  -1.59  -2.38  -6.81
H  -2.14  -3.25  -7.96
C  0.78  1.66  0.83
O  -0.07  0.51  0.58
C  0.15  -0.62  1.43
C  -0.62  -1.82  1.09
C  -0.24  -2.92  2.09
N  -0.21  -2.36  -0.18
H  0.36  2.26  1.65
H  0.75  2.28  -0.07
H  1.84  1.62  1.06
H  1.22  -0.82  1.38
H  0.14  -0.30  2.47
H  -1.70  -1.67  0.97
H  0.83  -3.06  1.94
H  -0.71  -3.88  1.88
H  -0.54  -2.67  3.11
H  -0.48  -1.74  -0.92
H  -0.83  -3.14  -0.31
C  -1.74  -0.14  -3.09
C  -3.10  -0.65  -2.88
O  -3.56  -1.32  -4.10
H  -1.40  0.20  -2.12
H  -1.76  0.78  -3.68
H  -1.06  -0.92  -3.43
H  -3.84  0.14  -2.74
H  -3.17  -1.36  -2.06
H  -3.78  -0.67  -4.77
C  0.10  -5.77  4.54
C  0.41  -6.75  3.46
O  0.84  -8.00  3.87
H  -0.39  -4.94  4.05
H  0.96  -5.22  4.91
H  -0.53  -6.07  5.38
H  0.94  -6.33  2.61
H  -0.56  -7.01  3.04
H  1.08  -8.38  3.02
C  -1.28  -5.79  -0.50
C  -2.58  -5.48  0.18
O  -3.19  -4.38  -0.45
H  -1.42  -6.19  -1.50
H  -0.73  -6.50  0.11
H  -0.57  -4.96  -0.53
H  -2.49  -5.56  1.27
H  -3.24  -6.32  0.01
H  -3.05  -4.41  -1.40
C  -0.63  -2.97  6.55
C  -2.14  -3.09  6.45
O  -2.66  -3.81  7.56
H  -0.11  -3.90  6.76
H  -0.35  -2.27  7.34
H  -0.26  -2.45  5.66
H  -2.57  -3.60  5.59
H  -2.66  -2.13  6.49
H  -2.54  -3.28  8.35
C  0.12  5.55  1.00
C  1.39  6.09  1.61
O  1.84  5.15  2.57
H  -0.33  6.21  0.27
H  -0.63  5.19  1.70
H  0.28  4.62  0.45
H  1.19  7.04  2.10
H  2.17  6.34  0.89
H  2.67  5.47  2.95
C  3.75  -0.10  -2.57
C  2.33  -0.39  -2.20
O  2.24  -1.71  -1.69
H  4.14  -0.85  -3.26
H  4.20  -0.20  -1.58
H  3.99  0.91  -2.90
H  1.69  -0.22  -3.07
H  2.12  0.25  -1.34
H  1.45  -1.90  -1.16

Löwdin population analysis, charges in e, atoms 1 to 2: number 1, C, carries -0.05; number 2, O, carries -0.19



# 2
Computed, not measured: an isolated molecule of C28H39NO11 in a non-equilibrium geometry, with wB97M-V/def2-TZVPD.

total charge = 0
relative energy (zero: lowest compared OMol25 entry of this formula, charge and spin) = 1.61 kcal per mole

Atoms and positions in Å:
C  -5.94  -4.40  0.73
C  -4.80  -3.55  0.26
O  -4.54  -3.29  -0.88
O  -4.09  -3.09  1.31
C  -2.99  -2.24  1.02
C  -3.45  -0.80  0.70
O  -3.53  0.01  1.87
C  -2.44  0.80  2.21
O  -1.35  0.11  2.74
N  -0.54  -0.54  1.78
C  0.59  -0.89  2.22
C  1.57  -1.59  1.35
C  0.92  -2.42  0.24
C  2.59  -0.57  0.74
O  3.54  -0.19  1.72
C  4.68  -1.02  1.80
C  5.55  -0.94  0.57
C  5.82  -2.06  -0.20
C  6.60  -1.95  -1.34
C  7.10  -0.71  -1.73
C  6.82  0.41  -0.96
C  6.05  0.30  0.18
C  1.93  0.68  0.15
C  1.88  1.83  1.16
C  2.67  1.13  -1.11
C  -2.02  1.77  1.08
O  -2.48  3.07  1.41
C  -1.75  4.12  0.99
C  -2.47  5.41  1.27
O  -0.68  4.03  0.46
C  -2.60  1.35  -0.28
O  -1.78  1.88  -1.32
C  -2.11  3.07  -1.85
C  -1.06  3.52  -2.81
O  -3.11  3.68  -1.56
C  -2.59  -0.17  -0.40
O  -3.14  -0.54  -1.66
C  -2.49  -1.46  -2.39
C  -3.30  -1.84  -3.59
O  -1.42  -1.92  -2.08
H  -6.77  -3.75  1.00
H  -6.26  -5.06  -0.08
H  -5.65  -4.97  1.61
H  -2.44  -2.64  0.17
H  -2.37  -2.24  1.91
H  -4.48  -0.84  0.33
H  -2.80  1.40  3.06
H  0.89  -0.69  3.25
H  2.15  -2.26  1.99
H  0.20  -3.11  0.68
H  1.67  -2.99  -0.29
H  0.39  -1.80  -0.47
H  3.11  -1.10  -0.07
H  4.39  -2.07  1.99
H  5.23  -0.66  2.68
H  5.43  -3.02  0.09
H  6.81  -2.82  -1.94
H  7.70  -0.63  -2.62
H  7.21  1.37  -1.26
H  5.83  1.17  0.79
H  0.90  0.42  -0.13
H  1.33  2.67  0.74
H  2.89  2.16  1.39
H  1.41  1.52  2.08
H  2.21  2.04  -1.50
H  2.62  0.36  -1.88
H  3.71  1.33  -0.89
H  -0.92  1.79  0.99
H  -3.14  5.58  0.42
H  -3.07  5.32  2.17
H  -1.77  6.23  1.34
H  -3.62  1.75  -0.38
H  -0.30  4.04  -2.22
H  -1.48  4.22  -3.53
H  -0.60  2.67  -3.30
H  -1.55  -0.52  -0.34
H  -4.03  -2.58  -3.25
H  -3.83  -0.98  -3.98
H  -2.66  -2.28  -4.35

natural (NBO) population analysis, charges in e, atoms 1 to 2: number 1, C, carries -0.71; number 2, C, carries 0.80



# 3
Computed, not measured: a structure of composition C28H32N7STl, with wB97M-V/def2-TZVPD.

total charge = +2
relative energy (zero: lowest compared OMol25 entry of this formula, charge and spin) = 0.00 kcal per mole

Atoms and positions in Å:
Tl  0.07  -0.34  -0.52
C  -1.34  0.75  -3.33
N  -0.75  -0.36  -2.57
C  -0.80  -1.58  -3.04
C  -0.38  -2.69  -2.28
C  -0.40  -4.05  -2.56
C  0.03  -4.70  -1.40
C  0.29  -3.71  -0.46
N  0.05  -2.49  -0.98
C  -2.78  0.98  -2.94
C  -3.80  0.84  -3.87
C  -5.12  1.04  -3.50
C  -5.45  1.38  -2.20
C  -4.43  1.53  -1.26
C  -3.11  1.33  -1.63
H  -1.27  0.53  -4.40
H  -0.73  1.64  -3.15
H  -1.19  -1.74  -4.04
H  -0.69  -4.51  -3.49
H  0.14  -5.76  -1.25
H  0.63  -3.83  0.56
H  -3.56  0.57  -4.89
H  -5.91  0.92  -4.24
H  -6.48  1.54  -1.92
H  -4.68  1.81  -0.24
H  -2.33  1.45  -0.88
N  4.02  1.43  -0.62
C  4.52  0.14  -0.54
C  5.82  -0.36  -0.54
C  5.95  -1.73  -0.45
C  4.82  -2.57  -0.36
C  3.54  -2.07  -0.36
C  3.40  -0.69  -0.44
N  2.26  0.13  -0.46
C  2.69  1.37  -0.58
C  1.77  2.50  -0.68
C  2.06  3.82  -0.81
S  0.61  4.72  -0.91
C  -0.29  3.29  -0.75
N  0.43  2.20  -0.65
H  4.58  2.27  -0.72
H  6.68  0.29  -0.62
H  6.93  -2.17  -0.45
H  4.98  -3.64  -0.31
H  2.68  -2.73  -0.31
H  3.02  4.31  -0.85
H  -1.37  3.30  -0.76
C  1.45  -1.06  2.61
C  0.82  0.32  2.72
N  -0.57  0.27  3.18
C  -0.75  0.48  4.63
C  -0.82  1.96  4.99
C  -1.57  0.01  2.36
C  -2.97  -0.05  2.92
N  -1.42  -0.20  1.07
H  2.49  -0.99  2.29
H  0.91  -1.70  1.92
H  1.44  -1.55  3.58
H  0.86  0.88  1.78
H  1.37  0.92  3.44
H  0.09  0.00  5.13
H  -1.64  -0.05  4.96
H  0.08  2.49  4.67
H  -0.92  2.08  6.07
H  -1.68  2.44  4.52
H  -3.08  -0.94  3.55
H  -3.69  -0.11  2.12
H  -3.19  0.83  3.53
H  -2.31  -0.40  0.63

Löwdin population analysis, charges in e, atoms 1 to 2: number 1, Tl, carries 1.10; number 2, C, carries -0.15



- total charge of number 3 (C28H32N7STl)?
  +2



- Which formula does entry 2 have?
  C28H39NO11